The following is a quantum chemistry calculation of one molecule with the formula C3H4O at a distorted geometry, from the Open Molecules 2025 dataset.

Computed properties:
**E_HOMO (alpha / beta)**: -8.2 / -8.6 eV
**Spin multiplicity**: 1
**Energy above the lowest of the compared OMol25 structures with the same formula, charge and spin**: 400.7 kJ/mol
**Total energy**: -191.75735 a.u.
**LUMO level (alpha / beta)**: 0.171 / 0.376 eV

Geometry (Å):
1 C 0.63429 -0.78446 -0.19105
2 C -1.08082 -0.64807 0.03100
3 C 0.41344 0.79098 0.05033
4 O -0.95203 0.72326 -0.14520
5 H 1.20743 -1.60275 0.23781
6 H -1.98480 -1.06641 -0.40084
7 H 0.75222 1.05874 1.00903
8 H 1.01027 1.52871 -0.59108

Forces on the atoms, in the same order (eV/Å):
-6.9 1.4 1.3
6.6 0.9 -2.4
3.1 -1.5 -1.9
-1.4 -0.2 0.7
0.3 0.5 0.1
-0.1 -0.3 0.5
-0.3 0.3 1.7
-1.4 -1.1 0.1